C10H24ClCrI2N2P2 as an isolated structure at a distorted geometry, computed with wB97M-V/def2-TZVPD.

Structure (XYZ):
```
42
Properties=species:S:1:pos:R:3:forces:R:3:mulliken_charge:R:1
I 0.139268 0.144238 -4.425073 0.0 0.2 -0.2 0.07
I 0.003939 3.045142 -0.961231 0.0 -0.2 -0.4 0.03
Cr 0.020421 0.745350 0.114953 0.0 -0.4 2.2 0.03
P -2.366619 0.965101 -0.018102 0.1 0.4 0.0 1.03
C -2.810352 0.695144 -1.739941 -0.3 0.0 -0.5 -0.97
C -3.254518 -0.213915 1.008214 0.0 -0.4 0.1 -1.24
H -4.317560 0.068080 1.013188 0.3 -0.3 0.1 0.47
H -4.084391 2.505014 0.670167 0.3 0.1 -0.1 0.44
H -2.843250 -0.190136 2.031404 -0.3 0.1 -0.4 0.33
H -2.490855 2.918544 1.390219 -0.2 -0.1 -0.1 0.37
H -2.369785 -0.238686 -2.111569 -0.3 0.1 0.2 0.26
H -3.118279 -1.227049 0.599551 -0.2 0.3 0.1 0.32
C -3.005724 2.592562 0.476174 0.0 0.1 0.1 -1.16
H -3.904944 0.663837 -1.815884 0.2 -0.1 -0.2 0.42
H -2.805359 3.345112 -0.298282 -0.3 -0.3 0.2 0.36
H -2.412852 1.492082 -2.393838 -0.3 -0.2 0.4 0.30
P 2.398972 0.952134 -0.048316 0.0 0.6 0.0 1.05
C 2.823510 0.717369 -1.778933 0.3 -0.1 -0.6 -1.00
C 3.040109 2.578190 0.449440 0.0 0.2 0.1 -1.16
H 3.013936 -0.138299 2.001735 0.2 0.0 -0.3 0.33
H 4.384935 -0.014292 0.833515 -0.3 -0.3 0.1 0.48
H 3.079884 -1.256729 0.608646 0.2 0.3 0.1 0.33
C 3.312735 -0.235077 0.945810 0.1 -0.3 0.1 -1.26
H 2.530068 2.909338 1.365329 0.2 -0.2 -0.1 0.37
H 4.117854 2.494908 0.643985 -0.3 0.1 -0.1 0.43
H 3.909277 0.596340 -1.849843 -0.1 0.0 -0.2 0.42
H 2.506921 1.571918 -2.399114 0.2 -0.2 0.4 0.32
H 2.842329 3.336702 -0.320792 0.3 -0.4 0.2 0.36
H 2.311319 -0.154969 -2.204791 0.3 0.0 0.2 0.25
Cl 0.011075 1.206597 2.286541 0.0 -0.2 -1.4 -0.29
C 0.062276 -2.350944 2.357798 0.0 0.3 0.4 -1.18
C -0.026410 -2.355252 0.884940 -0.1 -0.6 -0.3 0.12
N -0.040621 -1.372616 -0.020933 -0.1 0.9 -0.1 0.62
C -0.145737 -1.972344 -1.284146 0.1 -0.5 0.9 0.05
C -0.182396 -3.320351 -1.112510 0.1 0.4 -0.2 -0.73
N -0.109115 -3.544430 0.255287 0.0 0.6 -0.8 0.05
H -0.704656 -3.029026 2.768225 0.3 0.3 -0.1 0.44
H 1.052864 -2.717490 2.673302 -0.3 0.2 0.0 0.35
H -0.109865 -1.340262 2.733086 0.1 -0.3 0.2 0.18
H -0.152397 -1.375695 -2.179369 -0.1 -0.1 0.0 -0.26
H -0.227153 -4.062537 -1.893825 0.0 -0.3 0.4 0.40
H -0.078866 -4.433615 0.744976 -0.1 0.2 -0.3 0.24
```
Positions in Å, forces in eV/Å.

Results
**Spin multiplicity**: 4
**HOMO-LUMO gap (alpha / beta)**: 4.785 / 6.315 eV
**Energy above the lowest of the compared OMol25 structures with the same formula, charge and spin**: 1.218 eV
**LUMO (alpha / beta)**: -10.400 / -8.965 eV
**Charge**: +2

***

A 8-piece molecular cluster, C42H102N6O2 overall at a distorted geometry, computed with wB97M-V/def2-TZVPD.

Structure (XYZ):
```
152
Properties=species:S:1:pos:R:3:forces:R:3:mulliken_charge:R:1
C -0.079017 -39.566537 -5.785231 -0.8 0.8 0.2 -1.32
C -1.070104 -38.398629 -6.002698 0.7 -0.4 -1.5 -0.22
N -0.570386 -37.116416 -5.555895 0.4 -0.3 0.1 0.08
C -0.346517 -37.155237 -4.119121 -0.4 1.7 0.5 0.20
C 0.395871 -35.894519 -3.604082 0.1 -1.7 1.1 -1.62
C -1.473127 -36.058901 -6.015458 0.1 0.7 0.6 -0.07
C -1.263875 -35.706896 -7.459603 0.5 -1.2 -0.7 -1.43
H -0.212604 -40.349243 -6.531976 -0.3 -0.1 0.2 0.43
H -0.296249 -39.919176 -4.776985 0.6 -0.5 -0.1 0.18
H 0.941121 -39.204834 -5.913976 0.0 0.0 0.3 0.35
H -1.183044 -38.295047 -7.081864 -0.3 -0.1 -0.1 0.31
H -2.056352 -38.626885 -5.598560 -0.3 -0.1 0.3 0.29
H -1.304518 -37.184805 -3.600023 -0.4 -0.1 0.3 -0.41
H 0.175863 -38.034206 -3.741473 0.2 -0.1 -0.8 0.40
H 0.855350 -36.264070 -2.687339 0.2 0.2 0.3 0.42
H 1.254314 -35.625120 -4.219391 -0.5 0.5 -0.3 0.35
H -0.285393 -35.134743 -3.221038 0.2 0.4 -0.8 0.47
H -1.289347 -35.095659 -5.539554 0.3 -0.3 0.8 0.38
H -2.520528 -36.288406 -5.819535 -0.3 -0.2 0.2 0.11
H -0.186176 -35.744384 -7.618553 0.1 0.6 -0.1 0.35
H -1.713358 -34.748991 -7.721320 0.1 -0.1 -0.1 0.42
H -1.612112 -36.513588 -8.104637 -0.4 0.2 -0.3 0.30
C 2.292858 -45.083598 6.266848 0.0 -0.7 0.1 -1.31
C 1.210953 -44.308916 5.479059 1.6 -0.6 1.3 -0.51
N 1.534147 -42.866178 5.466290 0.4 -1.8 2.1 0.51
C 1.051365 -42.196820 6.683497 1.0 2.3 -1.2 -0.65
C 1.853118 -40.816221 6.859909 0.3 -2.0 0.6 -1.27
C 1.229915 -42.276381 4.235080 -0.4 1.0 -2.1 -0.05
C 2.194018 -42.650929 3.101049 -0.4 -1.2 0.2 -1.35
H 3.314269 -44.928686 5.919273 -0.1 0.1 0.0 0.30
H 2.085132 -46.153512 6.282297 0.0 -0.3 -0.8 0.44
H 2.244953 -44.966318 7.349466 0.1 1.0 0.1 0.31
H 1.127310 -44.747650 4.484762 0.0 0.4 0.0 0.42
H 0.336528 -44.629567 6.045339 -0.9 0.8 -0.3 0.26
H 0.002179 -41.921869 6.575297 -0.5 -0.3 0.2 0.40
H 1.217317 -42.820360 7.562007 -0.1 0.0 -0.2 0.35
H 1.887372 -40.175294 5.978913 -0.4 0.0 0.2 0.24
H 1.583163 -40.294019 7.777806 -0.5 0.2 -0.3 0.40
H 2.879720 -41.122846 7.060290 0.2 0.0 -0.2 0.37
H 1.221084 -41.186552 4.251692 -0.1 0.0 0.5 -0.25
H 0.229151 -42.592294 3.940516 -0.5 0.2 -0.4 0.35
H 1.761908 -42.472665 2.116363 0.1 0.8 0.0 0.33
H 2.261389 -43.738613 3.078669 0.4 -0.2 0.2 0.36
H 3.202397 -42.260132 3.237265 -0.2 0.2 -0.1 0.34
C -2.692283 -39.917565 1.596325 0.7 0.0 -1.1 -0.35
C -2.589641 -38.515968 2.144284 0.6 1.0 0.7 -0.23
N -1.289614 -37.947429 2.587431 -2.1 0.9 -0.9 0.64
C -0.669648 -38.510969 3.741874 0.4 1.2 -2.0 -0.59
C -0.187217 -37.392229 4.690121 -0.2 -2.1 0.9 -1.15
C -0.377792 -37.547887 1.526471 -0.6 0.2 0.5 -0.65
C -0.889995 -36.371370 0.630783 1.1 -0.3 0.9 -0.17
H -3.753688 -40.163657 1.627206 0.1 -0.4 -0.1 0.51
H -2.066916 -40.645597 2.113033 -0.2 -0.1 0.6 0.25
H -2.336950 -39.986543 0.568185 -0.3 0.2 -0.2 -0.26
H -2.993583 -37.756104 1.475309 -0.2 -0.5 -0.4 0.25
H -3.273956 -38.538622 2.992396 0.2 0.5 0.5 -0.47
H -1.415052 -39.234847 4.071215 0.6 -0.1 1.0 0.63
H 0.220708 -38.981531 3.324801 0.4 -1.0 0.6 0.28
H 0.678222 -37.873924 5.145197 0.2 0.5 0.7 0.33
H 0.144084 -36.439394 4.277273 -0.5 -0.2 -0.4 0.23
H -0.975859 -37.328452 5.439846 0.2 0.8 0.2 0.08
H -0.064452 -38.481404 1.059073 -0.1 0.0 -1.3 0.33
H 0.556603 -37.252621 2.003774 0.0 0.5 0.2 0.54
H -0.996366 -35.456389 1.213536 -0.4 -0.2 0.7 -0.48
H -1.826730 -36.525464 0.095169 0.4 -0.4 -0.3 0.02
H -0.034764 -36.046704 0.038113 -0.2 -0.4 -0.9 0.14
C 5.558097 -31.803055 1.309604 0.5 1.0 -0.3 -1.25
C 4.791668 -32.236104 0.083284 -1.3 -1.1 0.9 -0.50
N 3.468190 -32.818686 0.569493 2.6 0.8 -0.1 0.10
C 2.944634 -33.869700 -0.327734 -0.4 1.5 0.3 -0.67
C 2.354327 -33.306488 -1.640433 -0.7 -0.3 -0.2 -1.07
C 2.542272 -31.749334 1.024232 0.1 -1.9 -1.2 -0.56
C 1.529005 -32.387746 1.938230 -1.3 1.7 0.8 -1.31
H 5.348614 -30.740217 1.430462 -0.6 0.0 0.9 0.31
H 6.633057 -31.707876 1.156290 0.2 -0.8 -0.1 0.41
H 5.277056 -32.453208 2.138110 0.3 0.4 0.2 0.29
H 4.678638 -31.346802 -0.536762 -0.2 -0.1 -0.6 0.26
H 5.327806 -33.025222 -0.443915 -0.1 0.1 -0.2 0.48
H 2.199460 -34.435892 0.231041 -0.3 0.1 -0.1 0.13
H 3.728323 -34.608268 -0.496433 0.2 0.3 -0.1 0.56
H 2.711473 -33.857632 -2.510367 -0.1 0.0 0.0 0.25
H 2.468265 -32.241255 -1.841394 0.9 0.1 0.3 0.44
H 1.264754 -33.333725 -1.626994 -0.1 -0.6 -0.1 0.32
H 2.953656 -30.841576 1.465644 0.9 -0.6 0.3 0.47
H 2.101022 -31.363655 0.105184 -0.8 0.3 0.0 0.22
H 1.080429 -31.558026 2.484538 -0.6 0.4 -0.2 0.49
H 0.693114 -32.832900 1.398580 0.3 -0.5 0.2 0.33
H 1.870615 -32.927835 2.821231 0.6 -0.8 -0.7 0.30
C -3.370871 -41.122529 -3.248981 -0.5 2.2 -1.5 -1.44
C -3.087596 -41.355826 -1.817418 0.0 -1.6 -1.1 0.49
N -2.935472 -42.857337 -1.723622 1.0 1.0 1.5 0.15
C -4.140032 -43.654217 -1.763989 -0.7 0.8 -0.1 -0.67
C -5.094533 -43.454993 -0.553654 -0.2 -0.2 -0.8 -1.03
C -2.187614 -43.225489 -0.546297 1.7 -0.1 0.1 -0.23
C -0.765165 -42.633928 -0.518357 0.1 0.4 -0.9 -1.35
H -2.627680 -41.490370 -3.956410 0.0 -0.5 0.3 0.30
H -3.322715 -40.038681 -3.354099 -0.1 0.3 -0.2 0.03
H -4.374951 -41.333356 -3.617039 -0.1 -0.5 0.2 0.42
H -2.151335 -40.825217 -1.644271 0.1 -0.5 0.4 -0.05
H -3.818770 -40.809809 -1.221308 -0.2 -0.5 0.5 -0.01
H -4.614757 -43.368659 -2.702717 -0.5 0.0 0.1 0.36
H -3.886289 -44.705364 -1.901147 0.2 -0.1 0.2 0.44
H -4.684291 -43.825115 0.385928 0.1 0.2 -0.1 0.29
H -5.376351 -42.404807 -0.477488 0.2 0.0 0.2 0.24
H -6.028240 -43.992681 -0.718519 -0.1 -0.2 -0.1 0.43
H -1.957642 -44.286140 -0.647448 -0.5 -0.4 0.4 0.42
H -2.723300 -43.024120 0.381386 0.0 0.0 0.3 0.24
H -0.314185 -42.872828 -1.481498 0.1 -0.2 -0.2 0.41
H -0.077998 -43.042379 0.222624 -0.4 -0.1 0.3 0.35
H -0.699968 -41.545914 -0.509300 -0.2 0.0 0.5 0.19
C -5.060525 -38.415016 5.491262 -0.1 -1.5 0.6 -1.45
C -4.509324 -37.651812 6.679580 0.2 1.3 0.4 -0.19
N -4.849752 -38.161040 8.057230 0.3 0.1 -0.2 -0.06
C -4.230161 -39.503948 8.351988 0.5 1.6 1.1 -0.84
C -2.681097 -39.503328 8.219258 -0.2 -0.4 -1.4 -0.63
C -4.518603 -37.125780 9.108851 0.3 -1.0 0.2 -0.38
C -4.864904 -37.477901 10.612361 -1.2 0.1 -1.4 -1.38
H -4.902862 -38.082617 4.465224 0.5 0.8 0.4 0.36
H -6.138991 -38.551851 5.570542 0.0 -0.1 0.3 0.35
H -4.572774 -39.388948 5.531893 -0.3 -0.4 -0.2 0.29
H -3.434256 -37.490862 6.599433 0.5 -0.5 -0.2 0.19
H -4.827311 -36.618381 6.541674 -0.6 0.2 0.7 0.44
H -4.489368 -39.678865 9.396171 -0.1 -0.2 0.0 0.39
H -4.717480 -40.291416 7.777071 0.2 0.2 -0.2 0.40
H -2.486885 -39.562383 7.148329 0.2 0.1 -0.2 0.01
H -2.141514 -38.610357 8.534770 -0.5 0.1 0.3 0.26
H -2.127653 -40.355813 8.613055 -0.5 -0.2 0.4 0.42
H -4.961581 -36.184612 8.783133 -0.5 -0.2 0.2 0.44
H -3.457323 -36.879356 9.141427 0.5 -0.1 -0.3 0.28
H -5.850559 -37.939743 10.669540 -0.1 -0.3 -0.2 0.37
H -5.039426 -36.551487 11.159527 0.6 0.1 0.1 0.41
H -4.192405 -38.166398 11.124060 0.3 0.4 -0.2 0.30
C -5.807735 -37.485939 -0.898606 0.8 -0.3 0.4 -1.33
C -4.559975 -37.770412 -1.706803 -4.3 1.9 -1.0 0.49
O -3.568245 -38.268210 -1.182940 3.4 -1.8 2.1 -0.56
C -4.601834 -37.456906 -3.141428 0.8 0.5 1.0 -0.25
H -6.516392 -36.689586 -1.126045 0.4 0.7 -0.6 0.42
H -5.362326 -37.293662 0.077491 -0.5 0.0 0.7 0.12
H -6.512320 -38.315383 -0.837966 -0.1 -0.9 0.4 0.24
H -3.539725 -37.259490 -3.286549 0.2 -0.2 -1.1 -0.58
H -5.127045 -36.505894 -3.229946 -0.5 -0.1 -0.8 0.48
H -4.997261 -38.319557 -3.677667 -0.1 0.2 -1.0 0.14
C -4.304963 -34.240864 3.872030 1.7 1.1 -0.1 -0.52
C -3.337539 -33.029089 3.909663 -0.1 1.9 -1.8 0.55
O -3.718768 -31.852701 3.942240 0.5 -2.3 0.3 -0.56
C -1.809874 -33.334982 3.785660 -0.6 0.0 1.3 -0.31
H -5.345705 -33.942157 3.746588 0.2 -0.1 0.5 0.37
H -3.997039 -34.762757 4.778074 -0.8 -0.4 0.2 -0.01
H -4.002392 -34.879497 3.042149 0.0 -0.1 -0.1 0.14
H -1.485984 -34.035619 3.016047 -0.4 0.0 -0.1 -0.29
H -1.568138 -33.780125 4.750811 0.1 -0.6 0.1 0.33
H -1.161408 -32.459262 3.812041 -0.5 0.3 -0.5 0.32
```
Positions in Å, forces in eV/Å.

Results
**Spin multiplicity**: 2
**HOMO-LUMO gap (alpha / beta)**: 1.838 / 6.624 eV
**Energy above the lowest of the compared OMol25 structures with the same formula, charge and spin**: 1.180 eV
**LUMO (alpha / beta)**: 2.230 / 2.219 eV
**Charge**: -1

***

One molecule with the formula C6H5NO4 at a distorted geometry, computed with wB97M-V/def2-TZVPD.

Structure (XYZ):
```
16
Properties=species:S:1:pos:R:3:forces:R:3:mulliken_charge:R:1
C 1.354763 -1.168714 0.081085 1.4 -1.7 1.2 0.64
C 0.547754 1.511332 -0.044867 0.0 -0.2 -1.2 0.62
C -1.284979 0.697725 1.158706 -0.3 -0.2 -0.3 -0.41
C 1.146423 -0.579236 -1.229420 -2.8 0.6 -2.3 -0.34
C -0.665207 -0.323450 -1.111763 4.6 -0.5 4.4 -0.37
C -0.919322 -0.618158 0.428513 0.8 1.2 -1.4 -0.20
N 0.356261 0.630877 -1.152543 0.4 1.3 0.2 -0.10
O 2.270523 -1.799665 0.527866 1.0 0.0 -1.1 -0.59
O 1.593228 2.010726 0.184444 0.9 0.4 0.2 -0.51
O 0.359126 -0.996350 0.964883 -1.6 0.8 0.0 -0.39
O -0.568761 1.809264 0.619388 -0.4 0.4 -0.5 -0.34
H -2.391705 0.962651 0.992446 1.6 -0.6 1.1 0.31
H -0.770277 0.637827 2.157875 -1.8 -0.3 -0.3 0.32
H 1.659733 -0.770465 -2.264252 -0.9 0.0 2.6 0.31
H -1.094320 -0.604317 -1.977771 -2.0 -0.8 -2.4 0.58
H -1.593234 -1.400050 0.665412 -0.8 -0.7 0.0 0.47
```
Positions in Å, forces in eV/Å.

Results
**Structure (SMILES)**: O=C1O[C@H]2COC(=O)N3[C@H]2[C@H]13
**HOMO-LUMO gap**: 10.198 eV
**Energy above the lowest of the compared OMol25 structures with the same formula, charge and spin**: 2.080 eV
**LUMO**: 0.040 eV

***

C2H3O3Yb as an isolated structure at a distorted geometry, computed with wB97M-V/def2-TZVPD.

Structure (XYZ):
```
9
Properties=species:S:1:pos:R:3:forces:R:3:mulliken_charge:R:1
O 0.611660 -1.557944 1.575216 0.0 0.6 -1.2 -0.43
C 0.142497 -1.437505 2.694086 -0.2 -0.1 1.2 0.15
H 0.384335 -2.177867 3.472104 -0.1 0.1 -0.2 0.29
H -0.511878 -0.587572 2.952223 0.1 -0.2 0.0 0.21
O -0.917737 2.225073 -2.546491 0.9 -0.7 -0.7 -0.29
C -0.453417 1.269208 -1.790048 2.1 0.7 -4.9 0.19
O 0.470073 0.663550 -2.491016 -0.6 -1.8 4.3 -0.50
Yb 0.565925 -0.434342 -0.446850 0.3 -0.1 -0.8 1.92
H -0.291459 2.037399 -3.419225 -2.5 1.5 2.1 0.46
```
Positions in Å, forces in eV/Å.

Results
**Spin multiplicity**: 2
**HOMO-LUMO gap (alpha / beta)**: 10.303 / 6.872 eV
**Energy above the lowest of the compared OMol25 structures with the same formula, charge and spin**: 1.618 eV
**LUMO (alpha / beta)**: -10.197 / -12.850 eV
**Charge**: +2